Record 1
A 2-piece molecular cluster, BrO4S overall, computed with the ωB97M-V functional and the def2-TZVPD basis.

```
! RIJCOSX wB97M-V def2-TZVPD def2/J DEFGRID3
* xyz -1 1
O -0.6824 1.8400 -0.1828
O -1.1283 0.3341 1.7158
O 1.1897 1.0334 1.2160
O 0.2644 -2.8258 -2.1121
S -0.1756 0.8796 0.7704
Br 0.5323 -1.2614 -1.4072
*
```

Output
HOMO energy (spin up / spin down) (eV): -4.45 / -3.58
Strongest force on any atom (eV/A): 0.9
Energy above the lowest of the compared OMol25 structures with the same formula, charge and spin (eV): 2.6962


Record 2
BrPd as an isolated structure in a non-equilibrium geometry, computed with the ωB97M-V functional and the def2-TZVPD basis.

```
! RIJCOSX wB97M-V def2-TZVPD def2/J DEFGRID3
* xyz 1 3
Pd 0.7740 -0.3680 -0.5484
Br -0.7740 0.3680 0.5484
*
```

Output
HOMO energy (spin up / spin down) (eV): -16.83 / -16.46
Strongest force on any atom (eV/A): 6.0
Energy above the lowest of the compared OMol25 structures with the same formula, charge and spin (eV): 0.9804


Record 3
BrZr as an isolated structure in a non-equilibrium geometry, computed with the ωB97M-V functional and the def2-TZVPD basis.

```
! RIJCOSX wB97M-V def2-TZVPD def2/J DEFGRID3
* xyz 3 1
Zr 0.9281 0.5651 -0.6775
Br -0.9281 -0.5651 0.6775
*
```

Output
HOMO energy (eV): -28.70
Strongest force on any atom (eV/A): 4.5
Energy above the lowest of the compared OMol25 structures with the same formula, charge and spin (eV): 0.7607


Record 4
C100H166ClCuF6N19O21S2 as an isolated structure in a non-equilibrium geometry, computed with the ωB97M-V functional and the def2-TZVPD basis.

```
! RIJCOSX wB97M-V def2-TZVPD def2/J DEFGRID3
* xyz -1 1
Cu 2.3715 1.6028 1.9076
C -1.4037 0.1839 2.8091
F -2.5063 0.2087 2.0242
F -1.0375 1.4575 3.1503
F -1.7979 -0.3809 3.9549
S 0.0916 -0.7691 1.9615
O 1.0653 -1.0403 3.0242
O -0.5483 -1.9909 1.3501
N 0.8007 0.3677 0.8387
S 0.6735 -0.2497 -0.5678
O 1.5453 -1.4294 -0.7987
O -0.6875 -0.4511 -1.0553
C 1.4660 1.1301 -1.7881
F 1.9522 0.6143 -2.9161
F 0.5665 2.0595 -2.0743
F 2.4554 1.6705 -1.0935
Cl 5.0521 0.2801 2.3818
C 3.6463 5.2239 -2.0530
C 4.5898 4.7072 -3.0508
C 5.4198 5.9556 -3.5052
O 4.8549 7.0792 -2.8451
C 3.5267 6.6681 -2.4916
H 4.0016 5.2128 -1.0225
H 2.6654 4.7489 -2.0721
H 4.0897 4.2711 -3.9156
H 5.3331 4.0615 -2.5831
H 5.2347 6.1806 -4.5555
H 6.5004 5.8993 -3.3738
H 3.0010 6.8699 -3.4249
H 3.0355 7.3030 -1.7542
C 0.4353 -6.0199 -2.6802
C -0.0432 -4.6007 -3.0271
C -0.3827 -4.0633 -1.6347
O -0.7141 -5.2321 -0.8717
C -0.4974 -6.4380 -1.5843
H 1.4575 -6.0040 -2.3022
H 0.5663 -6.6621 -3.5511
H -0.8763 -4.6628 -3.7273
H 0.7761 -4.0707 -3.5128
H -1.2269 -3.3738 -1.6312
H 0.5739 -3.7242 -1.2372
H -1.3970 -6.8664 -2.0263
H -0.0855 -7.1371 -0.8565
C -0.0622 0.5136 6.8360
C -0.2228 -0.8458 7.5262
C -0.9788 -0.5384 8.7930
O -1.5301 0.7832 8.6280
C -1.3608 1.2028 7.2438
H -0.0006 0.5029 5.7478
H 0.7871 1.0351 7.2775
H 0.7497 -1.2706 7.7749
H -0.7319 -1.5829 6.9053
H -0.3140 -0.6823 9.6447
H -1.7013 -1.3518 8.8601
H -1.2541 2.2734 7.0688
H -2.2511 0.8660 6.7127
C -7.6867 0.0717 2.3599
C -7.9257 0.7180 3.6642
C -6.8073 1.6797 3.7836
O -5.8201 1.2888 2.8908
C -6.3994 0.7684 1.7704
H -8.5235 0.1578 1.6667
H -7.3476 -0.9495 2.5342
H -7.8205 -0.0818 4.3971
H -8.9393 1.1091 3.7523
H -6.4145 1.6990 4.8002
H -7.1298 2.6989 3.5708
H -5.6859 0.0907 1.3016
H -6.7028 1.5012 1.0227
C -5.2957 -5.7080 -3.0671
C -3.9567 -5.4821 -3.7754
C -3.9044 -3.9455 -3.9429
O -5.0699 -3.5244 -3.3475
C -6.1034 -4.5034 -3.4284
H -5.2213 -5.8651 -1.9910
H -5.7353 -6.6430 -3.4144
H -3.9328 -5.9643 -4.7527
H -3.1678 -5.8971 -3.1482
H -3.8145 -3.6543 -4.9895
H -3.0794 -3.5737 -3.3353
H -6.5059 -4.6138 -4.4354
H -6.8889 -4.1868 -2.7422
C -0.1204 7.0859 -5.1059
C -0.4614 8.4970 -4.6953
C -0.3557 8.5488 -3.1948
O 0.4733 7.4878 -2.8718
C 0.2260 6.3953 -3.8215
H 0.6401 7.0007 -5.8821
H -1.0350 6.6215 -5.4745
H -1.4081 8.9547 -4.9823
H 0.2395 9.1350 -5.2336
H -1.3263 8.4369 -2.7116
H -0.0200 9.5430 -2.8997
H -0.6783 5.8360 -3.5814
H 1.0783 5.7198 -3.8936
C -1.4692 -4.3268 5.4089
C -0.6331 -3.5534 4.4100
C 0.7334 -4.1662 4.5699
O 0.6783 -5.1780 5.5621
C -0.4633 -4.9397 6.3721
H -1.9687 -5.1134 4.8434
H -2.2845 -3.8244 5.9295
H -0.5790 -2.4875 4.6313
H -0.9586 -3.6235 3.3721
H 1.4390 -3.3464 4.7043
H 0.9536 -4.6131 3.6004
H -0.2064 -4.2678 7.1910
H -0.8916 -5.8702 6.7448
C 8.4589 -2.6438 -0.9423
C 7.0443 -2.1259 -0.5942
O 6.6164 -2.3755 0.5598
N 6.3437 -1.4946 -1.5243
C 5.0125 -0.9537 -1.4051
H 8.7465 -3.4957 -0.3261
H 9.2341 -1.8909 -0.8002
H 8.5034 -2.8639 -2.0089
H 6.8081 -1.5127 -2.4210
H 4.8357 -0.2988 -2.2583
H 4.8078 -0.3554 -0.5172
H 4.2437 -1.7264 -1.4147
C 0.1233 5.2559 -0.2045
C 0.4704 3.9221 0.4466
O 1.6142 3.6648 0.8869
N -0.4501 2.9100 0.4403
C -1.8361 3.0521 0.0835
H -0.5189 5.8050 0.4841
H -0.3311 5.0203 -1.1668
H 1.0734 5.7684 -0.3559
H -0.1278 1.9913 0.7091
H -2.3211 2.3088 0.7162
H -1.9488 2.7517 -0.9583
H -2.2991 4.0188 0.2813
C 3.8383 -0.7372 6.1829
C 4.1990 -2.1452 5.7068
O 5.0132 -2.3315 4.7894
N 3.7946 -3.1621 6.4661
C 4.0582 -4.6152 6.2668
H 2.7609 -0.5923 6.1033
H 4.2993 -0.1164 5.4147
H 4.1881 -0.2819 7.1094
H 3.4972 -2.9084 7.3973
H 4.6345 -5.0906 7.0605
H 4.4650 -4.7938 5.2715
H 3.0797 -5.0851 6.1671
C 6.5683 2.1518 -0.7628
C 6.4450 3.4168 0.0804
O 7.1679 4.3388 -0.1344
N 5.5380 3.3526 1.0513
C 5.2248 4.4293 1.9319
H 6.3587 1.2648 -0.1650
H 7.5506 2.0815 -1.2299
H 5.8231 2.1688 -1.5581
H 5.1291 2.4477 1.2358
H 5.1496 5.4544 1.5690
H 6.0059 4.4127 2.6920
H 4.2598 4.2097 2.3886
C 5.3109 5.0386 -7.5813
C 4.6082 3.9063 -6.9467
O 3.3698 3.7880 -7.1416
N 5.3080 3.0434 -6.2734
C 4.7636 1.8713 -5.6703
H 5.0053 5.0568 -8.6274
H 6.3829 4.8488 -7.6346
H 5.1116 6.0052 -7.1184
H 6.3015 3.1929 -6.3765
H 5.3708 1.5179 -4.8369
H 4.7520 1.0469 -6.3833
H 3.7415 1.9669 -5.3041
C 0.4637 2.8315 -5.4425
C -0.2128 3.4332 -6.6439
O -1.3962 3.5630 -6.6489
N 0.6070 3.8492 -7.5867
C 0.2593 4.5823 -8.8073
H -0.2306 2.9547 -4.6112
H 1.4466 3.2508 -5.2280
H 0.6364 1.7570 -5.5036
H 1.5941 3.7902 -7.3811
H -0.5838 4.0861 -9.2879
H 1.0950 4.5951 -9.5070
H 0.0035 5.5690 -8.4212
C -0.0245 -7.3226 2.5088
C -0.9196 -7.9271 3.5760
O -2.0637 -8.2288 3.3175
N -0.4339 -8.1009 4.7826
C -1.2138 -8.5971 5.9164
H 0.0712 -8.0166 1.6737
H 1.0044 -7.0990 2.7907
H -0.4879 -6.4234 2.1027
H 0.4636 -7.7333 5.0644
H -2.1267 -8.0261 6.0856
H -0.6757 -8.7528 6.8515
H -1.5785 -9.5574 5.5518
C -3.6837 3.0955 4.6902
C -2.6067 4.1506 4.8505
O -2.0666 4.3774 5.9293
N -2.2781 4.7775 3.6929
C -1.1582 5.7452 3.5323
H -4.6020 3.1490 5.2750
H -3.1791 2.1442 4.8590
H -4.0600 3.0215 3.6699
H -2.8389 4.6027 2.8713
H -1.5657 6.6467 3.0748
H -0.4655 5.2802 2.8308
H -0.7363 5.9347 4.5193
C 3.8643 -2.9211 -6.4816
C 3.2733 -4.1761 -5.9020
O 3.3315 -4.3297 -4.6715
N 2.7712 -5.0736 -6.7394
C 2.3133 -6.3989 -6.5134
H 3.4033 -2.6327 -7.4262
H 4.9475 -2.9904 -6.5816
H 3.5608 -2.0643 -5.8800
H 2.6916 -4.8141 -7.7122
H 2.8054 -7.1116 -7.1752
H 1.2607 -6.4412 -6.7936
H 2.4956 -6.7431 -5.4954
C 5.0100 -4.9396 -1.6309
C 5.7283 -5.9870 -2.4192
O 6.5277 -6.7750 -1.9231
N 5.4644 -5.9954 -3.7323
C 6.0495 -7.0429 -4.6597
H 5.4489 -4.8190 -0.6405
H 3.9784 -5.2891 -1.5880
H 5.0959 -4.0171 -2.2051
H 4.8095 -5.3497 -4.1498
H 5.6304 -8.0280 -4.4547
H 7.1199 -7.1804 -4.5067
H 5.8174 -6.6542 -5.6512
N -4.0447 6.6054 -4.8944
C -3.9755 7.3272 -3.7199
C -3.7619 6.8391 -2.4401
C -3.4736 5.4759 -2.3237
C -3.4858 4.6705 -3.4649
C -3.6925 5.3071 -4.7447
H -4.1777 8.3714 -3.9076
H -3.8685 7.5444 -1.6293
H -3.3230 5.0277 -1.3527
H -3.1353 3.6490 -3.4639
H -3.6557 4.7141 -5.6466
N 4.7737 -3.4237 2.2845
C 3.5782 -3.0238 1.7018
C 2.4921 -3.8791 1.3885
C 2.6320 -5.2506 1.5380
C 3.8370 -5.7018 2.0625
C 4.8384 -4.7914 2.4203
H 3.2689 -1.9897 1.6646
H 1.5685 -3.5361 0.9460
H 1.8089 -5.9034 1.2875
H 3.9468 -6.7551 2.2742
H 5.7556 -5.2015 2.8166
N -1.5142 -2.0783 -6.6402
C -0.3688 -1.9991 -5.9180
C -0.0766 -1.0702 -4.9447
C -1.0664 -0.1847 -4.5583
C -2.2282 -0.2073 -5.2837
C -2.4159 -1.1064 -6.3014
H 0.3718 -2.7020 -6.2699
H 0.8428 -1.0346 -4.3793
H -0.9030 0.5374 -3.7720
H -3.0251 0.4629 -4.9970
H -3.3659 -1.1329 -6.8144
N -6.0498 -2.9214 1.2452
C -5.2899 -3.1547 2.3813
C -3.9979 -3.5785 2.3197
C -3.3967 -3.7691 1.0906
C -4.1386 -3.6501 -0.0759
C -5.4644 -3.2370 0.0322
H -5.7470 -2.7558 3.2747
H -3.4191 -3.6775 3.2261
H -2.3490 -4.0110 0.9892
H -3.7459 -3.7822 -1.0733
H -5.9221 -2.9360 -0.8985
N -4.3541 5.1350 1.6140
C -4.6542 6.4887 1.4054
C -5.7427 6.9678 0.6507
C -6.6636 6.0538 0.2426
C -6.3923 4.6504 0.3644
C -5.2421 4.2964 1.0961
H -3.8394 7.0714 1.8092
H -5.9562 8.0019 0.4237
H -7.6278 6.2258 -0.2126
H -7.0099 3.9018 -0.1095
H -4.8581 3.2987 1.2491
N -4.6691 1.6086 -1.2110
C -5.4481 1.8411 -2.3316
C -5.6551 0.8757 -3.3400
C -5.1543 -0.3904 -3.1321
C -4.4261 -0.6949 -1.9997
C -4.2576 0.3354 -1.0234
H -5.8723 2.8250 -2.4666
H -6.1469 1.2213 -4.2372
H -5.2478 -1.1494 -3.8947
H -3.9938 -1.6674 -1.8157
H -3.6592 0.1133 -0.1522
N -6.4218 -0.6238 6.9146
C -6.5853 -1.3922 8.0132
C -5.6222 -2.2519 8.4931
C -4.4384 -2.4202 7.7302
C -4.2143 -1.6273 6.6117
C -5.2502 -0.7914 6.1688
H -7.5519 -1.2549 8.4750
H -5.8759 -2.7738 9.4039
H -3.7719 -3.2162 8.0277
H -3.3163 -1.8417 6.0513
H -5.1183 -0.3178 5.2071
N 2.6101 2.6496 4.0281
C 1.4936 3.3987 4.3413
C 1.2360 3.8693 5.6050
C 2.1307 3.5528 6.6065
C 3.3222 2.8505 6.3303
C 3.5331 2.4357 5.0206
H 0.8917 3.5882 3.4648
H 0.3011 4.3857 5.7658
H 1.9560 3.7920 7.6451
H 4.0352 2.7930 7.1395
H 4.4620 1.9499 4.7608
*
```

Output
HOMO energy (eV): -5.60
Strongest force on any atom (eV/A): 7.0


- Which of these has the lowest strongest force on any atom?
  BrO4S